Entry from OMol25: a molecular structure, C26H25N5O5RuSeTe in a non-equilibrium geometry (ωB97M-V/def2-TZVPD).

The value obtained for the orbital gap (spin up / spin down) is 6.36 / 6.60 eV. The calculation puts the energy at -4419.85829 Ha. The spin multiplicity is 2. Its total charge is +1. Its energy relative to the best compared isomer or geometry (same formula, charge and spin) is 0.0 kcal per mole.

Geometry as XYZ:
```
64
Properties=species:S:1:pos:R:3:nbo_charge:R:1
Ru 0.6930 0.5524 0.7565 0.796
O 0.6550 0.4364 2.6750 -0.679
C 1.5794 0.4181 3.6227 0.351
C 1.1411 0.4447 4.9537 -0.258
C 2.0491 0.4444 5.9881 -0.160
C 3.4222 0.4235 5.7353 -0.245
C 3.8628 0.3944 4.4323 -0.163
C 2.9581 0.3860 3.3634 -0.165
C 3.4145 0.2955 1.9830 0.391
N 2.6581 0.2139 0.8905 -0.411
C 3.5092 0.0403 -0.1945 -0.073
C 4.7825 0.0307 0.2515 -0.063
N 4.7061 0.1968 1.6155 -0.492
H 0.0757 0.4738 5.1411 0.220
H 1.6909 0.4659 7.0091 0.226
H 4.1308 0.4285 6.5510 0.229
H 4.9299 0.3742 4.2446 0.198
H 3.1479 -0.0614 -1.1982 0.240
H 5.7184 -0.0777 -0.2652 0.242
H 5.4852 0.2361 2.2484 0.434
C -1.4811 -2.4922 -0.0264 -0.880
Te 0.5331 -2.1440 0.4977 0.895
C 0.3251 -2.9804 2.4306 -0.897
H -1.5791 -3.5591 -0.2119 0.244
H -1.6875 -1.9268 -0.9296 0.261
H -2.1485 -2.1903 0.7785 0.223
H -0.5509 -2.5759 2.9325 0.232
H 1.2158 -2.7418 3.0083 0.247
H 0.2351 -4.0577 2.3143 0.243
C -2.4048 0.6960 2.6017 -0.425
N -2.4953 0.9644 1.1731 -0.332
C -1.6569 1.7301 0.4390 0.219
Se -0.2736 2.8644 1.0623 -0.013
N -2.1317 1.7455 -0.8196 -0.514
C -3.2538 0.9528 -0.9273 0.182
C -4.0609 0.6105 -2.0089 -0.231
C -5.1252 -0.2221 -1.7390 -0.181
C -5.3841 -0.7000 -0.4409 -0.191
C -4.5772 -0.3700 0.6268 -0.217
C -3.4969 0.4655 0.3517 0.086
H -1.4848 1.1300 2.9771 0.272
H -2.3929 -0.3820 2.7594 0.211
H -3.2662 1.1345 3.1036 0.226
H -1.6524 2.2292 -1.5627 0.450
H -3.8628 0.9766 -3.0071 0.240
H -5.7825 -0.5169 -2.5454 0.237
H -6.2405 -1.3404 -0.2806 0.235
H -4.7766 -0.7356 1.6250 0.236
O 1.2873 1.4329 -1.2538 -0.667
C 0.6571 0.6225 -1.9703 0.752
O -0.0991 -0.2315 -1.4162 -0.765
C 0.7627 0.6771 -3.4542 -0.118
C 1.6664 1.5457 -4.0607 -0.153
C 1.7660 1.5942 -5.4431 -0.209
C 0.9582 0.7845 -6.2290 -0.186
C 0.0588 -0.0561 -5.5994 0.088
C -0.0554 -0.1348 -4.2277 -0.206
N -0.8276 -0.9048 -6.4272 0.519
O -0.5972 -0.9597 -7.6143 -0.352
O -1.7309 -1.4847 -5.8581 -0.377
H 2.2820 2.1802 -3.4370 0.241
H 2.4693 2.2668 -5.9140 0.234
H 1.0131 0.7981 -7.3076 0.260
H -0.7635 -0.8112 -3.7736 0.263
```



Entry from OMol25: a molecular structure, C26H25N5PdS4SbTe (ωB97M-V/def2-TZVPD).

The value obtained for the orbital gap (spin up / spin down) is 6.21 / 6.08 eV. The calculation puts the energy at -3507.97962 Ha. The spin multiplicity is 2. Its total charge is +2. Its energy relative to the best compared isomer or geometry (same formula, charge and spin) is 20.3 kcal per mole.

Geometry as XYZ:
```
63
Properties=species:S:1:pos:R:3:nbo_charge:R:1
Pd 1.2149 0.8430 -0.3112 0.581
S 1.7916 1.6970 -2.4244 -0.572
Sb 3.1845 3.2939 -1.1271 1.057
S 4.1938 1.7525 0.3698 -0.352
S 1.4463 2.9697 0.5676 -0.391
C 1.8146 -0.2864 4.7747 -0.412
N 2.3166 -1.1236 3.6887 -0.314
C 3.2184 -2.1598 3.8346 -0.031
C 3.4451 -2.6614 2.6125 -0.059
N 2.6665 -1.9329 1.7120 -0.356
C 1.9822 -0.9826 2.3946 0.285
S 0.8297 0.2032 1.9407 -0.127
C 2.7233 -2.2181 0.3089 0.368
C 2.8400 -3.5424 -0.0799 -0.254
C 3.1089 -3.8087 -1.4115 -0.126
C 3.2540 -2.7467 -2.2892 -0.237
C 3.0482 -1.4653 -1.8086 0.055
N 2.7621 -1.2019 -0.5322 -0.487
H 2.2565 -0.6335 5.7035 0.237
H 0.7314 -0.3621 4.8392 0.230
H 2.0925 0.7509 4.5997 0.240
H 3.6260 -2.4338 4.7911 0.258
H 4.1144 -3.4354 2.2864 0.258
H 2.7319 -4.3424 0.6392 0.243
H 3.2196 -4.8299 -1.7503 0.245
H 3.5063 -2.9033 -3.3284 0.247
H 3.1078 -0.6071 -2.4648 0.224
N -2.2388 -4.3312 -2.4239 -0.751
C -1.5316 -3.2757 -1.9808 0.264
C -0.7537 -2.4914 -2.8515 -0.312
C -0.0532 -1.4259 -2.3498 0.054
N -0.0620 -1.0621 -1.0554 -0.595
C -0.8173 -1.7990 -0.2255 0.057
C -1.5427 -2.8922 -0.6279 -0.315
H -2.2140 -4.6065 -3.3895 0.412
H -2.7762 -4.8984 -1.7929 0.411
H -0.6992 -2.7241 -3.9070 0.238
H 0.5571 -0.8206 -3.0135 0.215
H -0.8457 -1.4794 0.8090 0.227
H -2.1297 -3.4418 0.0965 0.235
Te -0.9357 1.7653 -1.4487 1.363
C -2.2647 1.1164 0.0382 -0.381
C -3.3133 0.3401 -0.4423 -0.167
C -4.2899 -0.0963 0.4431 -0.211
C -4.2013 0.2298 1.7891 -0.169
C -3.1396 0.9934 2.2601 -0.182
C -2.1634 1.4438 1.3843 -0.233
C -1.2369 3.8218 -1.3111 -0.378
C -1.3843 4.4480 -2.5452 -0.219
C -1.7286 5.7924 -2.5827 -0.193
C -1.9174 6.4894 -1.3995 -0.150
C -1.7643 5.8519 -0.1710 -0.211
C -1.4202 4.5130 -0.1178 -0.143
H -3.3773 0.0713 -1.4912 0.221
H -5.1184 -0.6884 0.0783 0.238
H -4.9643 -0.1099 2.4766 0.239
H -3.0761 1.2444 3.3106 0.235
H -1.3349 2.0330 1.7555 0.222
H -1.2324 3.9050 -3.4711 0.231
H -1.8493 6.2882 -3.5361 0.242
H -2.1876 7.5364 -1.4284 0.241
H -1.9160 6.4014 0.7482 0.239
H -1.3042 4.0248 0.8377 0.214
```